No. 1
Below is C29H36N2O2P2S4Zr as an isolated structure, with properties calculated with ωB97M-V/def2-TZVPD.

XYZ file:
```
76
Properties=species:S:1:pos:R:3:forces:R:3
Zr 0.9834 -1.3533 0.2989 2.91 -0.23 0.46
S 4.8225 -4.4257 -0.8246 -0.25 0.07 -0.19
S 2.6946 -1.9161 2.0054 -0.67 0.31 -0.19
S 5.2078 -3.5192 1.9688 -0.13 0.11 0.22
S 2.2802 -2.9177 -1.1789 -0.42 0.27 0.30
P -1.1799 0.2654 0.2870 -0.65 1.12 1.04
P 2.0316 1.1101 0.2397 0.48 1.43 -0.94
O 6.7865 -5.2252 0.7302 0.32 -0.18 0.03
O -0.4819 -2.6472 0.0303 -2.13 -1.54 -0.93
N 1.0609 3.6290 0.0545 0.34 0.11 0.14
N -1.6159 2.9061 0.0979 -0.34 -0.14 -0.02
C 5.8208 -4.5484 0.6468 -0.31 0.24 0.00
C 0.1086 4.5749 -0.0302 -0.68 -0.15 -0.02
C 4.0274 0.2367 -1.4091 -0.07 -0.02 0.21
C -0.6644 2.0118 0.1749 0.12 0.02 -0.33
C 3.6058 -3.3613 -0.1537 0.60 0.14 0.90
C 3.7791 -2.9461 1.1343 0.33 -0.67 -1.03
C -3.4510 -3.7627 -1.7526 0.25 0.09 0.04
C -1.2526 -2.9279 -0.9405 -0.53 -0.35 -0.28
C -0.0951 0.1966 2.8408 -0.40 0.42 -0.33
C 0.4558 5.9327 -0.1624 -0.12 0.28 -0.02
C 3.2443 1.9855 1.2767 -0.06 -0.37 0.26
C -1.8937 6.5077 -0.2224 -0.31 -0.32 0.04
C 0.7020 2.3746 0.1409 -0.17 -0.15 0.13
C -3.8093 -5.1368 0.6411 0.03 0.01 0.02
C -2.2680 5.1978 -0.0913 -0.01 0.30 -0.04
C -4.7784 -5.1889 -0.3551 0.17 0.13 0.01
C -1.2773 4.2016 -0.0057 0.69 0.25 0.01
C -4.5995 -4.4906 -1.5428 -0.09 0.00 -0.10
C -2.4550 -3.6964 -0.7565 -0.10 -0.13 0.37
C -2.4387 1.1065 2.7056 0.18 0.02 -0.21
C -2.8603 0.3461 -0.4226 0.29 -0.40 -0.24
C -0.5335 6.8742 -0.2636 0.44 -0.14 0.02
C -0.8679 -2.4674 -2.3116 0.21 0.10 0.35
C 2.7954 1.1427 -1.4869 -0.15 -0.28 0.17
C 1.7496 0.5063 -2.4135 -0.15 0.35 0.36
C -1.9849 -1.3499 2.3999 0.11 0.01 -0.04
C -1.4616 0.0688 2.1576 0.00 -0.16 -0.20
C 3.1721 2.5401 -1.9673 -0.21 -0.06 0.13
C -2.6617 -4.3978 0.4492 0.12 0.10 -0.05
H -3.3376 -3.2297 -2.6818 0.01 0.05 -0.13
H 4.2004 1.4637 1.2569 -0.04 0.00 0.02
H -2.3060 -1.4454 3.4353 0.02 -0.02 0.12
H -2.4115 1.0915 3.7930 0.01 -0.07 0.15
H -3.9593 -5.6773 1.5614 0.04 -0.08 0.10
H 3.7700 -0.7336 -0.9659 0.28 0.16 -0.13
H -2.1853 2.1129 2.3778 -0.04 0.04 0.06
H 3.4684 2.4858 -3.0119 0.07 -0.07 -0.16
H -2.7635 0.5449 -1.4908 -0.10 -0.01 0.00
H 2.3401 3.2371 -1.8856 0.09 0.02 -0.09
H -3.3811 -0.5994 -0.2734 -0.04 0.01 -0.03
H 3.3459 3.0026 0.8909 -0.06 -0.16 0.03
H -3.4585 0.8897 2.4008 -0.11 0.00 -0.05
H -0.0141 -1.7829 -2.2620 -0.20 -0.08 -0.20
H 0.3415 1.1886 2.6964 0.11 -0.13 -0.06
H -5.6714 -5.7747 -0.2100 -0.13 -0.06 0.05
H 0.7793 1.0099 -2.3325 0.03 -0.03 -0.08
H -3.4083 1.1699 0.0360 0.15 -0.09 0.01
H -0.5763 -3.3407 -2.9018 0.06 0.01 0.00
H 1.6429 -0.5666 -2.1788 0.03 0.13 -0.20
H 2.0749 0.5882 -3.4496 0.01 -0.20 -0.08
H -0.2167 0.0592 3.9165 0.20 -0.28 -0.02
H 4.8116 0.6990 -0.8146 0.10 -0.01 0.04
H -1.8888 -4.3826 1.2036 0.02 0.01 0.09
H -5.3638 -4.5143 -2.3053 -0.02 -0.04 -0.05
H -2.8457 -1.5773 1.7718 -0.03 -0.10 -0.02
H -2.6474 7.2781 -0.2967 -0.04 0.02 0.00
H 4.4304 0.0637 -2.4043 0.01 -0.05 -0.14
H -0.2758 7.9174 -0.3750 0.04 0.04 0.01
H 1.5011 6.1958 -0.1834 0.12 0.06 -0.01
H -3.3031 4.8989 -0.0561 -0.13 -0.02 -0.01
H 4.0186 2.9378 -1.4150 0.05 0.07 0.11
H -1.2012 -2.0986 2.2221 -0.28 0.04 0.11
H 2.8871 2.0186 2.3068 0.06 0.04 -0.01
H 0.6017 -0.5823 2.4674 0.09 0.15 0.53
H -1.6960 -1.9881 -2.8278 -0.01 0.07 0.00
```
Forces are in eV/Å.

HOMO level: -12.66 eV
ΔE to the lowest compared entry with this formula, charge and spin: 1.183 eV
Charge: +2
Gap between HOMO and LUMO: 5.40 eV
Energy: -3708.73945 Ha

---

No. 2
Below is a 2-piece molecular cluster, C29H36N3 overall, with properties calculated with ωB97M-V/def2-TZVPD.

XYZ file:
```
68
Properties=species:S:1:pos:R:3:forces:R:3
N 3.4220 -0.7273 -0.1747 0.21 0.54 0.21
N 2.0211 -1.5027 -1.9877 -0.03 1.06 0.60
N 3.0611 0.5433 -2.1035 -0.01 -0.01 0.15
C -2.3757 0.3146 -0.5047 -0.48 -0.48 -0.06
C -0.1564 3.2253 2.9216 -0.08 0.35 0.82
C -4.5123 -0.8268 -0.1207 0.16 0.24 0.36
C -1.1297 2.9860 3.9379 0.30 0.11 -0.11
C 2.7779 0.4418 -3.5249 0.10 0.14 -0.12
C 0.0462 4.4296 5.5034 0.17 -0.05 -0.35
C -3.4781 -0.0244 0.3365 0.11 -0.03 -0.15
C 4.5178 0.1921 0.1360 0.15 0.02 0.06
C 2.5448 1.7741 -1.4948 0.11 -0.15 -0.19
C -1.0193 3.5755 5.1911 -0.17 -0.24 -0.31
C 1.5127 -2.6747 -1.3350 0.10 -1.17 0.34
C 2.7912 -0.6482 -1.3892 -0.75 -0.69 -0.95
C -2.4071 -0.2036 -1.8344 0.20 0.23 0.16
C -1.4193 -4.9294 -3.5859 0.13 0.19 0.26
C -1.8204 -4.1329 -2.5052 0.22 -0.07 -0.09
C 0.9180 4.1031 3.2595 -0.25 -0.20 -0.17
C -1.2932 1.1340 -0.0476 -0.25 0.20 0.02
C -0.8703 -3.4161 -1.7722 0.20 -0.03 -0.39
C -0.2415 2.6241 1.6231 -0.19 -0.33 -0.23
C -0.0621 -5.0031 -3.9222 0.09 0.17 0.14
C -3.4637 -0.9820 -2.2825 0.23 0.12 -0.04
C -5.6497 -2.1816 -1.9178 -0.25 -0.10 0.10
C 0.1595 5.0599 6.8561 -0.13 0.02 0.23
C 0.4802 -3.4547 -2.1387 -0.01 0.23 0.02
C 1.0117 4.6844 4.5170 -0.01 -0.15 -0.34
C -4.5288 -1.3163 -1.4331 0.37 0.15 -0.14
C 0.8841 -4.2621 -3.2048 -0.35 -0.01 -0.06
C 3.4121 -1.9351 0.6361 -0.10 -0.18 0.18
C -1.2186 1.7155 1.2194 0.01 0.00 0.36
H -6.3789 -2.3398 -1.1168 0.09 -0.03 -0.22
H -0.6819 4.7605 7.4872 0.18 0.10 -0.04
H -1.9741 2.3316 3.7235 0.20 0.22 0.19
H 1.0329 -2.4339 -0.3694 0.11 -0.07 -0.34
H -1.7715 3.3778 5.9568 0.17 0.02 -0.28
H 3.9949 -1.7444 1.5390 -0.08 0.01 -0.11
H 1.6743 4.3123 2.5012 -0.15 -0.02 0.22
H -3.4688 -1.3603 -3.3073 0.10 0.14 0.32
H 3.1040 -0.5377 -3.8851 -0.08 0.35 0.01
H -6.1677 -1.7266 -2.7714 0.15 -0.03 0.16
H 3.2284 2.6092 -1.7000 -0.18 -0.12 0.11
H 2.3939 -2.1917 0.9416 0.46 -0.05 0.05
H -3.5040 0.3527 1.3584 -0.12 -0.20 -0.28
H -5.2851 -3.1619 -2.2514 0.00 0.22 0.07
H 4.2736 0.8190 1.0073 0.08 -0.15 -0.15
H -5.3377 -1.0900 0.5443 0.29 0.15 -0.14
H 3.8667 -2.7834 0.1047 -0.06 0.21 0.25
H 2.4213 1.6634 -0.4092 0.18 -0.02 -0.28
H -1.5742 0.0268 -2.5041 -0.25 -0.13 0.17
H 5.4288 -0.3798 0.3667 -0.22 0.15 -0.07
H -0.4905 1.3418 -0.7602 -0.16 -0.03 0.11
H 1.7057 0.5477 -3.7347 0.04 -0.08 -0.06
H 0.2707 -5.6425 -4.7413 -0.16 0.18 0.20
H 0.5191 2.9143 0.8914 -0.13 -0.10 0.18
H -2.8727 -4.0723 -2.2218 0.25 -0.10 -0.09
H 1.9481 -4.3032 -3.4602 -0.41 -0.04 0.01
H 2.3363 -3.3850 -1.1386 -0.42 0.09 0.09
H -1.9814 1.4391 1.9532 0.31 0.16 -0.37
H 1.0893 4.7653 7.3574 -0.14 0.01 -0.14
H 3.3235 1.2329 -4.0458 -0.05 -0.02 0.03
H -1.1641 -2.8026 -0.9152 0.00 -0.20 -0.25
H 1.5631 2.0364 -1.9234 0.06 -0.06 0.02
H 0.1683 6.1542 6.7874 -0.01 -0.19 -0.06
H -2.1603 -5.4988 -4.1498 0.25 0.16 0.16
H 1.8417 5.3524 4.7520 -0.20 -0.20 -0.13
H 4.7143 0.8345 -0.7248 0.08 -0.20 0.30
```
Forces are in eV/Å.

HOMO level: -10.14 eV
ΔE to the lowest compared entry with this formula, charge and spin: 0.563 eV
Charge: +1
Gap between HOMO and LUMO: 4.73 eV
Energy: -1290.62420 Ha

---

No. 3
Below is C29H36N6O5ReSi as an isolated structure, with properties calculated with ωB97M-V/def2-TZVPD.

XYZ file:
```
78
Properties=species:S:1:pos:R:3:forces:R:3
Re 0.0342 0.4208 -0.3900 1.05 -0.23 -0.12
Si -1.1642 -1.7220 -0.7468 -0.16 -0.31 -0.32
O -1.0944 1.3426 -1.6591 -0.56 0.55 -0.19
O -0.7719 4.0415 -0.9552 3.49 2.39 2.01
O -0.5715 6.0497 -0.2024 -0.09 0.06 -0.03
O 1.3111 0.3673 3.5282 0.07 -0.18 0.14
O 0.5433 0.2069 1.4468 -0.18 -0.26 0.22
N -2.4420 3.1624 -1.6414 -3.07 -1.31 -1.12
N -0.4431 4.8619 -0.0907 0.60 0.10 0.58
N 3.9355 -1.6574 -0.2663 -0.03 0.16 -0.16
N 3.4442 -1.0544 -2.5614 0.18 0.06 0.20
N 4.2662 0.6251 -1.0114 0.01 -0.20 -0.06
N 1.9997 -0.2545 -0.7564 -0.43 0.06 0.03
C -3.2682 -0.5561 0.7628 -0.05 -0.09 0.06
C 1.1448 3.2199 3.4774 0.04 0.11 0.05
C -5.2469 -1.9559 -0.5878 0.02 -0.01 -0.04
C 4.7663 -0.4543 -0.1376 -0.16 -0.01 -0.06
C -2.9384 4.3968 -2.2896 -0.22 -0.29 -0.06
C 0.4380 -5.3795 1.5191 0.01 0.03 -0.01
C 0.5322 5.1719 2.1864 0.00 0.15 0.08
C -0.3645 -3.0799 0.1706 0.09 -0.20 0.21
C -1.5609 2.4333 -2.2296 -0.37 -1.37 -0.65
C 4.2811 0.1473 -2.4045 -0.12 -0.10 0.12
C 3.9559 -2.1093 -1.6636 -0.09 0.16 0.05
C -3.0371 2.8505 -0.3326 -0.03 0.17 -0.39
C 0.0748 -4.2447 2.2396 0.03 0.05 0.02
C 0.2078 2.9628 1.2982 0.00 -0.07 0.03
C 0.0191 -4.2204 -0.5448 0.08 -0.07 0.03
C 2.5919 -1.3718 0.1406 0.26 0.12 -0.19
C 0.7333 2.3911 2.4377 0.00 0.08 -0.05
C 0.4150 -5.3684 0.1313 0.03 0.04 -0.04
C -2.9153 -1.4077 -0.2895 -0.12 0.26 0.12
C -4.5963 -0.4010 1.1356 0.05 0.02 0.01
C 1.0381 4.5984 3.3504 -0.01 0.09 -0.01
C 0.1188 4.3277 1.1751 -0.17 0.19 -0.26
C -1.0481 2.7743 -3.5843 0.03 -0.01 0.02
C 2.0919 -0.7462 -2.2088 0.23 -0.03 0.14
C -0.3235 -3.0988 1.5708 0.05 -0.06 0.06
C -3.9178 -2.1099 -0.9628 -0.16 0.05 -0.01
C 0.8923 0.9127 2.5600 -0.15 0.09 -0.36
C -5.5850 -1.0981 0.4526 -0.01 -0.01 -0.04
C 2.9288 0.9651 -0.6320 0.11 -0.25 -0.11
H -4.1175 2.7809 -0.4447 -0.01 0.03 -0.04
H 2.5428 1.7531 -1.2850 -0.04 -0.01 -0.04
H -1.0263 -2.0051 -2.1948 0.03 0.14 -0.09
H 0.7425 -6.2761 2.0440 -0.02 0.03 -0.01
H -0.5223 3.7312 -3.5494 -0.01 -0.04 -0.01
H 5.7886 -0.6908 -0.4213 0.04 0.00 -0.03
H -0.5944 -2.2151 2.1454 -0.03 -0.13 -0.08
H 0.0982 -4.2571 3.3225 0.01 -0.01 -0.06
H 3.3437 -3.0063 -1.7665 -0.02 0.03 0.00
H 1.3532 5.2375 4.1660 0.00 -0.03 -0.08
H 1.9571 -2.2455 0.0393 -0.09 -0.05 -0.09
H -4.8598 0.2424 1.9668 0.00 -0.01 -0.04
H -2.1198 4.9574 -2.7261 0.03 -0.03 0.03
H -0.1802 2.3837 0.4719 -0.08 0.24 0.05
H 2.5594 -1.0261 1.1683 -0.02 0.11 0.06
H -0.3703 1.9997 -3.9286 0.00 -0.02 0.00
H 4.9778 -2.3478 -1.9482 0.03 0.00 -0.02
H -3.4091 5.0097 -1.5287 0.00 0.01 0.07
H 0.4565 6.2447 2.0634 0.00 -0.04 0.04
H 2.8996 1.2986 0.4044 -0.03 -0.03 0.09
H 3.9195 0.9362 -3.0657 -0.03 0.00 0.01
H -6.6238 -0.9746 0.7339 0.05 -0.04 0.01
H 4.7607 -0.1159 0.8987 -0.02 0.01 0.01
H 0.6956 -6.2528 -0.4258 0.00 0.01 0.02
H -3.6761 4.1571 -3.0545 -0.02 -0.06 0.03
H -2.4960 -0.0331 1.3304 -0.05 -0.07 0.00
H 1.4631 -1.6314 -2.3005 -0.03 -0.03 0.06
H 5.3033 -0.0950 -2.6829 0.04 -0.01 -0.01
H -2.6816 1.9086 0.0521 0.09 -0.19 -0.02
H 1.7084 0.0470 -2.8543 -0.05 0.06 0.00
H -0.0027 -4.2236 -1.6328 -0.05 -0.01 0.12
H -2.8008 3.6517 0.3657 -0.04 0.04 -0.01
H -1.8738 2.8667 -4.2918 0.04 0.02 0.02
H -3.6678 -2.7841 -1.7788 -0.04 0.08 0.09
H -6.0195 -2.5095 -1.1077 0.03 0.04 0.03
H 1.5529 2.7738 4.3757 -0.03 0.00 -0.02
```
Forces are in eV/Å.

HOMO level (spin up / spin down): -14.11 / -14.12 eV
ΔE to the lowest compared entry with this formula, charge and spin: 1.461 eV
Charge: +2
Spin multiplicity: 4
Gap between HOMO and LUMO (spin up / spin down): 7.47 / 6.73 eV
Energy: -2198.48477 Ha